Density functional theory data (the ωB97M-V functional and the def2-TZVPD basis) for a 2-piece molecular cluster, C6H15NO2 overall.

Its relative energy (zero: lowest compared OMol25 entry of this formula, charge and spin) is 1.167 eV. The HOMO-LUMO gap comes out at 9.77 eV. The SMILES is CCN(CC)C(C)=O.O.

Structure (ORCA input):
```
! RIJCOSX wB97M-V def2-TZVPD def2/J DEFGRID3
* xyz 0 1
O -2.52 -0.96 1.34
O 3.88 1.54 0.27
N -0.70 -0.05 0.41
C -1.42 -1.09 0.88
C 1.32 -0.16 -1.09
C -0.83 -2.47 0.95
C 0.74 -0.08 0.35
C -1.29 1.28 0.31
C -2.15 1.32 -0.94
H 0.13 -2.36 1.49
H -1.61 0.85 -1.78
H -2.45 2.34 -1.24
H 1.21 -0.99 0.78
H 3.39 1.70 -0.57
H -0.54 2.10 0.25
H -0.62 -2.87 -0.06
H -3.06 0.74 -0.73
H -1.93 1.47 1.19
H 2.42 -0.23 -0.99
H 4.24 0.63 0.18
H 1.08 0.74 -1.67
H -1.45 -3.21 1.49
H 0.97 -1.05 -1.65
H 1.20 0.80 0.84
*
```